No. 1
Density functional theory data (ωB97M-V/def2-TZVPD) for one molecule with the formula C17H32O4.

XYZ file:
```
53
Properties=species:S:1:pos:R:3:mulliken_charge:R:1
C 1.221 3.937 -1.016 -0.991
C 2.571 3.286 -0.742 -0.701
C 2.465 1.765 -0.655 0.433
C 3.827 1.113 -0.425 -1.171
C 3.775 -0.415 -0.428 -0.598
C 3.025 -0.987 0.774 0.470
C 3.093 -2.514 0.854 -1.021
C 2.318 -3.267 -0.238 -0.451
C 0.930 -3.750 0.193 -1.264
C -0.104 -2.636 0.368 -0.414
C -0.585 -2.064 -0.970 -0.759
C -0.967 -0.585 -0.894 -0.777
H -1.284 -0.250 -1.883 0.502
H -0.092 -0.012 -0.592 -0.052
C -2.098 -0.320 0.103 0.804
C -3.411 -0.831 -0.447 -0.316
O -3.823 -0.660 -1.563 -0.575
O -4.114 -1.495 0.480 -0.486
H -4.959 -1.802 0.115 0.398
H -1.899 -0.848 1.039 0.606
C -2.271 1.176 0.441 0.256
C -1.145 1.652 1.337 0.201
O -0.148 1.041 1.616 -0.607
O -1.382 2.881 1.808 -0.505
H -0.648 3.177 2.371 0.452
C -2.349 2.076 -0.796 -1.698
H -2.625 3.085 -0.503 0.463
H -1.391 2.112 -1.308 0.262
H -3.097 1.688 -1.482 0.439
H -3.195 1.302 1.018 0.550
H -1.436 -2.644 -1.336 0.397
H 0.210 -2.159 -1.712 0.491
H -0.957 -3.040 0.918 0.388
H 0.328 -1.841 0.975 0.222
H 0.557 -4.459 -0.551 0.381
H 1.031 -4.292 1.137 0.409
H 2.894 -4.149 -0.529 0.330
H 2.229 -2.640 -1.124 0.273
H 4.146 -2.804 0.804 0.434
H 2.720 -2.830 1.831 0.423
H 1.988 -0.658 0.748 -0.633
H 3.474 -0.580 1.684 0.442
H 3.307 -0.749 -1.356 0.279
H 4.798 -0.801 -0.420 0.327
H 4.510 1.442 -1.213 0.413
H 4.235 1.458 0.528 0.337
H 2.037 1.382 -1.586 0.313
H 1.790 1.503 0.160 -0.184
H 3.269 3.556 -1.539 0.385
H 2.978 3.672 0.195 0.320
H 0.819 3.595 -1.967 0.302
H 0.508 3.685 -0.234 0.056
H 1.316 5.020 -1.056 0.448
```

Largest force on an atom, Eh/bohr: 0.014
E_LUMO, eV: 0.61
Net charge: 0
SMILES: CCCCCCCCCCCC[C@H](C(=O)O)[C@H](C)C(=O)O
Energy above the lowest of the compared OMol25 structures with the same formula, charge and spin, kcal/mol: 2.7
DFT total energy, hartree: -967.98195
Frontier orbital gap, hartree: 0.4052
HOMO, eV: -10.4

---

No. 2
Density functional theory data (ωB97M-V/def2-TZVPD) for a 10-piece molecular cluster, C34H47F9N2O29PS overall.

XYZ file:
```
123
Properties=species:S:1:pos:R:3:mulliken_charge:R:1
C -1.002 -4.470 2.075 -0.791
C -2.652 -4.264 2.251 -0.427
N -3.038 -3.610 3.558 -0.590
N -3.408 -2.275 3.404 0.769
C -3.494 -1.714 4.839 -0.243
O -4.545 -0.702 5.009 -0.331
C -4.080 0.491 5.729 -0.448
C -2.425 -1.433 2.622 -0.954
O -2.507 0.015 2.865 0.000
C -2.418 0.786 1.608 -0.168
C -0.910 0.809 0.935 -0.766
P -5.080 -2.265 2.776 0.181
S -5.609 -0.628 1.868 -0.313
H -0.520 -4.666 3.135 0.218
H -0.576 -3.489 1.572 0.140
H -0.761 -5.436 1.419 0.366
H -3.120 -3.784 1.293 0.237
H -3.081 -5.377 2.300 0.411
H -3.859 -4.181 3.912 0.347
H -2.437 -1.413 5.240 0.220
H -3.833 -2.651 5.496 0.335
H -4.533 1.427 5.143 0.091
H -2.921 0.652 5.739 0.271
H -4.480 0.495 6.852 0.272
H -1.319 -1.786 2.899 0.263
H -2.506 -1.595 1.445 0.532
H -2.775 1.912 1.782 0.053
H -3.140 0.376 0.751 0.288
H -0.084 0.954 1.761 0.284
H -0.643 -0.193 0.357 0.104
H -0.822 1.763 0.224 0.315
H -5.247 -3.345 1.793 0.193
H -5.963 -2.575 3.873 0.156
C 2.538 -0.929 -2.812 0.019
C 1.587 -2.029 -2.487 0.508
O 0.382 -1.352 -2.211 -0.314
C 0.432 -0.217 -2.962 0.599
O -0.534 0.487 -3.205 -0.629
O 1.698 0.034 -3.417 -0.271
F 1.973 -2.686 -1.370 -0.358
H 3.004 -0.494 -1.921 0.307
H 3.326 -1.249 -3.499 -0.127
H 1.430 -2.742 -3.303 0.303
C -0.498 0.000 -7.593 -0.409
C -1.817 -0.663 -7.390 0.331
O -1.471 -1.951 -6.933 -0.295
C -0.283 -1.790 -6.285 0.648
O 0.198 -2.613 -5.524 -0.550
O 0.300 -0.590 -6.587 -0.262
F -2.478 -0.790 -8.562 -0.290
H -0.062 -0.214 -8.574 0.273
H -0.553 1.085 -7.463 0.270
H -2.458 -0.170 -6.652 0.269
C 1.403 3.151 -3.350 -0.096
C 2.524 3.457 -2.415 0.333
O 3.288 4.410 -3.119 -0.294
C 2.395 5.064 -3.914 0.599
O 2.620 6.130 -4.463 -0.545
O 1.213 4.384 -4.014 -0.334
F 3.291 2.364 -2.208 -0.252
H 1.662 2.379 -4.083 0.128
H 0.495 2.844 -2.824 0.195
H 2.205 3.877 -1.455 0.272
C 5.522 -4.057 -1.897 -0.429
C 6.800 -3.934 -2.654 0.345
O 6.382 -3.565 -3.948 -0.304
C 5.218 -2.881 -3.764 0.566
O 4.700 -2.172 -4.611 -0.601
O 4.706 -3.080 -2.511 -0.141
F 7.431 -5.127 -2.733 -0.345
H 5.056 -5.042 -2.010 0.277
H 5.648 -3.849 -0.831 0.276
H 7.484 -3.175 -2.258 0.326
C 3.926 8.008 -2.467 -0.052
C 3.917 9.165 -3.407 0.363
O 4.279 10.256 -2.591 -0.310
C 5.066 9.722 -1.614 0.582
O 5.789 10.378 -0.884 -0.537
O 4.950 8.360 -1.558 -0.339
F 2.673 9.386 -3.886 -0.291
H 2.982 7.896 -1.924 0.216
H 4.156 7.065 -2.970 0.060
H 4.626 9.074 -4.237 0.307
C -0.596 -2.572 8.350 -0.447
C 0.803 -2.069 8.457 0.277
O 1.388 -2.459 7.235 -0.296
C 0.360 -2.476 6.341 0.615
O 0.507 -2.497 5.130 -0.493
O -0.857 -2.460 6.966 -0.254
F 1.463 -2.689 9.461 -0.280
H -0.694 -3.619 8.655 0.278
H -1.299 -1.970 8.932 0.299
H 0.882 -0.983 8.574 0.296
C 11.449 -3.079 -4.169 -0.443
C 9.967 -2.985 -4.302 0.296
O 9.537 -2.686 -2.993 -0.103
C 10.570 -2.001 -2.428 0.514
O 10.476 -1.339 -1.408 -0.533
O 11.725 -2.139 -3.149 -0.311
F 9.439 -4.177 -4.661 -0.291
H 11.783 -4.071 -3.848 0.289
H 11.967 -2.816 -5.095 0.290
H 9.627 -2.203 -4.989 0.284
C -9.773 -1.183 1.782 -0.334
C -9.403 -2.273 0.835 0.293
O -10.400 -3.247 1.048 -0.288
C -11.501 -2.547 1.440 0.588
O -12.633 -3.002 1.452 -0.509
O -11.184 -1.269 1.811 -0.312
F -8.206 -2.810 1.163 -0.240
H -9.378 -1.345 2.790 0.241
H -9.448 -0.200 1.431 0.286
H -9.400 -1.972 -0.218 0.274
C -3.851 4.382 3.642 0.280
C -5.151 5.095 3.486 0.277
O -4.773 6.372 3.023 -0.287
C -3.614 6.171 2.335 0.597
O -3.128 6.980 1.562 -0.517
O -3.065 4.949 2.612 -0.319
F -5.767 5.241 4.680 -0.284
H -3.375 4.575 4.609 0.277
H -3.951 3.302 3.509 -0.338
H -5.834 4.631 2.768 0.320
```

Largest force on an atom, Eh/bohr: 0.092
E_LUMO, eV: -2.91
Net charge: +1
DFT total energy, hartree: -5253.18796
Frontier orbital gap, hartree: 0.3295
HOMO, eV: -11.9

---

No. 3
Density functional theory data (ωB97M-V/def2-TZVPD) for one molecule with the formula C4H6Cl2Si.

XYZ file:
```
13
Properties=species:S:1:pos:R:3:mulliken_charge:R:1
Cl 1.519 -2.318 -0.154 -0.305
Cl -1.333 -1.242 1.358 -0.303
C -1.711 -0.181 -1.886 -0.607
C 0.999 1.014 2.125 -0.589
C -0.432 -0.330 -1.628 -0.266
C 1.167 0.660 0.882 -0.230
Si 0.220 -0.711 0.065 0.776
H -2.472 -0.318 -1.147 0.217
H -1.956 0.160 -2.863 0.255
H 0.362 0.373 2.721 0.145
H 1.471 1.861 2.625 0.262
H 0.351 -0.185 -2.348 0.324
H 1.815 1.217 0.249 0.321
```

Largest force on an atom, Eh/bohr: 0.036
E_LUMO, eV: 0.69
Net charge: 0
SMILES: C=C[Si](Cl)(Cl)C=C
Energy above the lowest of the compared OMol25 structures with the same formula, charge and spin, kcal/mol: 24.8
DFT total energy, hartree: -1365.96059
Frontier orbital gap, hartree: 0.4132
HOMO, eV: -10.6

---

No. 4
Density functional theory data (ωB97M-V/def2-TZVPD) for one molecule with the formula C4H5NO2.

XYZ file:
```
12
Properties=species:S:1:pos:R:3:mulliken_charge:R:1
O -1.776 1.852 0.453 -0.433
C -0.721 1.979 -0.108 0.020
C 0.370 0.895 -0.299 0.576
O 1.083 1.030 -1.266 -0.517
N 0.375 -0.131 0.676 -0.217
C 0.960 -1.418 0.356 -0.314
C -0.564 -1.089 0.121 -0.467
H -0.419 2.917 -0.622 0.343
H 1.046 -2.292 0.999 0.253
H 1.895 -1.359 -0.231 0.230
H -0.866 -1.126 -0.916 0.266
H -1.382 -1.257 0.837 0.260
```

Largest force on an atom, Eh/bohr: 0.034
E_LUMO, eV: -0.12
Net charge: 0
SMILES: O=CC(=O)N1CC1
Energy above the lowest of the compared OMol25 structures with the same formula, charge and spin, kcal/mol: 75.9
DFT total energy, hartree: -360.54849
Frontier orbital gap, hartree: 0.3630
HOMO, eV: -10.0

---

No. 5
Density functional theory data (ωB97M-V/def2-TZVPD) for C41H42CaN2O2PSi2 as an isolated structure.

XYZ file:
```
91
Properties=species:S:1:pos:R:3:mulliken_charge:R:1
Ca 0.155 -0.519 -0.134 1.469
C 3.268 1.591 0.291 -1.117
C 3.560 0.128 0.202 0.503
C 4.865 -0.317 0.187 -0.599
C 5.094 -1.701 0.170 -0.610
C 4.041 -2.567 0.140 -0.624
C 2.698 -2.069 0.092 0.439
N 2.499 -0.715 0.149 -0.448
N 1.607 -2.828 0.014 0.101
Si 1.529 -4.466 -0.463 -0.077
C -0.037 -5.253 0.204 -0.425
C 1.522 -4.544 -2.359 -0.951
C 2.888 -5.685 0.070 -1.341
H 4.185 2.179 0.319 0.340
H 2.686 1.806 1.187 0.231
H 2.666 1.923 -0.546 0.197
H 5.684 0.388 0.198 0.350
H 6.110 -2.081 0.190 0.411
H 4.196 -3.638 0.151 0.170
H -0.844 -4.531 0.303 -0.393
H 0.130 -5.705 1.188 0.415
H -0.377 -6.042 -0.476 0.354
H 1.117 -3.614 -2.763 0.227
H 0.898 -5.364 -2.731 0.309
H 2.533 -4.673 -2.762 0.390
H 3.175 -5.530 1.117 0.342
H 3.795 -5.605 -0.538 0.381
H 2.519 -6.711 -0.021 0.338
O 0.870 3.654 -0.232 -0.693
C -0.093 2.918 -0.074 0.079
O -0.062 1.617 -0.062 -1.032
C -1.501 3.577 0.084 -0.933
P -2.845 2.324 -0.192 0.689
C -4.279 3.500 -0.096 0.433
C -5.066 3.964 -1.147 -0.111
C -6.143 4.812 -0.904 -0.686
C -6.450 5.209 0.388 -0.415
C -5.679 4.748 1.449 -0.726
C -4.614 3.895 1.205 -0.597
C -2.747 2.055 -2.011 0.870
C -1.681 2.436 -2.830 -0.654
C -1.641 2.052 -4.166 -0.670
C -2.660 1.282 -4.710 -0.714
C -3.732 0.906 -3.912 -0.748
C -3.771 1.289 -2.579 -0.300
H -1.588 4.424 -0.593 0.429
H -1.587 3.942 1.107 0.557
H -4.842 3.660 -2.163 0.330
H -6.743 5.169 -1.734 0.387
H -7.290 5.868 0.570 0.366
H -5.915 5.047 2.463 0.380
H -4.028 3.506 2.035 0.309
H -0.869 3.037 -2.441 0.298
H -0.803 2.358 -4.782 0.415
H -2.618 0.982 -5.751 0.375
H -4.535 0.305 -4.323 0.445
H -4.610 0.991 -1.960 0.465
C -6.815 -0.233 -0.685 -0.651
C -6.252 -1.081 -1.631 -0.673
C -4.955 -1.557 -1.459 -0.579
C -4.183 -1.213 -0.340 0.945
C -4.782 -0.363 0.598 -0.460
C -6.073 0.121 0.434 -0.517
Si -2.353 -1.810 -0.094 0.009
C -2.570 -2.746 1.587 0.493
C -1.465 -2.925 2.428 -0.175
C -1.569 -3.574 3.653 -0.653
C -2.798 -4.059 4.078 -0.496
C -3.915 -3.891 3.268 -0.800
C -3.798 -3.244 2.043 0.120
C -2.375 -3.188 -1.447 0.255
C -1.755 -2.950 -2.675 -0.461
C -1.809 -3.872 -3.716 -0.592
C -2.480 -5.073 -3.541 -0.579
C -3.108 -5.336 -2.326 -0.691
C -3.056 -4.402 -1.301 0.351
H -7.821 0.148 -0.819 0.350
H -6.824 -1.382 -2.502 0.386
H -4.532 -2.208 -2.215 0.373
H -4.222 -0.084 1.487 0.364
H -6.507 0.782 1.177 0.376
H -0.489 -2.569 2.108 0.108
H -0.691 -3.705 4.275 0.416
H -2.887 -4.563 5.034 0.345
H -4.879 -4.268 3.590 0.382
H -4.684 -3.115 1.430 0.411
H -1.223 -2.015 -2.829 0.396
H -1.325 -3.656 -4.663 0.371
H -2.516 -5.800 -4.344 0.324
H -3.642 -6.270 -2.183 0.375
H -3.553 -4.621 -0.359 0.244
```

Largest force on an atom, Eh/bohr: 0.028
E_LUMO, eV: 2.57
Net charge: -1
Energy above the lowest of the compared OMol25 structures with the same formula, charge and spin, kcal/mol: 24.0
DFT total energy, hartree: -3445.76231
Frontier orbital gap, hartree: 0.2692
HOMO, eV: -4.8

---

No. 6
Density functional theory data (ωB97M-V/def2-TZVPD) for C28H40DyNO2 as an isolated structure.

XYZ file:
```
72
Properties=species:S:1:pos:R:3:mulliken_charge:R:1
O 0.322 -0.369 -4.490 -0.459
C 0.385 0.850 -5.333 -0.477
C 0.303 0.082 -6.638 -0.855
H 1.348 1.336 -5.145 0.256
H -0.468 1.523 -5.230 0.359
C 0.362 -1.155 -5.714 1.367
H 1.162 0.243 -7.286 0.340
H -0.649 0.201 -7.169 0.290
C 1.675 -1.897 -5.910 -1.588
H 2.517 -1.217 -5.697 0.354
H 1.712 -2.199 -6.967 0.399
H 1.727 -2.797 -5.283 0.333
C -0.867 -2.024 -5.814 -1.738
H -1.769 -1.461 -5.555 0.319
H -0.778 -2.913 -5.183 0.370
H -0.958 -2.354 -6.848 0.433
Dy 0.006 -0.607 0.627 0.262
C -2.010 -1.480 1.973 -0.502
C -1.885 -0.113 2.387 -0.242
C -2.261 0.724 1.308 -0.930
H -1.614 0.219 3.394 0.814
C -2.682 -0.119 0.235 -0.367
C -2.458 -1.478 0.622 -1.008
H -2.672 -2.352 0.008 0.455
H -1.896 -2.351 2.618 0.543
H -2.284 1.819 1.311 0.429
H -3.189 0.207 -0.677 0.782
C 0.932 -2.520 2.027 -0.435
C 0.351 -3.147 0.880 -0.818
C 1.139 -2.805 -0.265 -0.520
H -0.499 -3.826 0.888 0.547
C 2.198 -1.949 0.172 -0.583
C 2.074 -1.767 1.583 -0.554
H 2.733 -1.173 2.218 0.537
H 0.612 -2.653 3.067 0.656
H 0.994 -3.186 -1.277 0.573
H 3.003 -1.558 -0.459 0.479
O 0.650 0.678 -1.314 -0.478
C -0.475 0.058 -2.034 0.464
C -1.374 1.178 -2.519 -0.967
H -0.994 -0.777 -1.494 0.350
H 0.037 -0.428 -2.863 0.516
C -0.444 2.397 -2.608 -0.772
H -2.119 1.358 -1.759 0.383
H -1.902 0.955 -3.446 0.321
C 0.679 2.138 -1.609 -0.475
H -0.937 3.337 -2.329 0.558
H -0.010 2.560 -3.614 0.096
H 0.416 2.677 -0.683 0.298
H 1.707 2.333 -1.929 0.341
C -0.884 1.213 6.136 -1.027
N -0.661 0.053 5.268 0.311
C -1.066 -1.180 5.943 -1.057
C 0.715 -0.029 4.754 -0.733
C 1.056 1.108 3.832 0.725
C 1.513 2.309 4.429 -0.615
C 1.671 3.482 3.694 -0.672
C 1.462 3.425 2.317 -0.697
C 1.187 2.171 1.724 -0.715
C 0.922 1.029 2.454 0.407
H -0.184 1.209 6.998 0.281
H -1.913 1.159 6.525 0.350
H -0.754 2.151 5.579 0.303
H -1.094 -2.001 5.217 0.186
H -0.359 -1.434 6.751 0.368
H -2.065 -1.043 6.370 0.343
H 1.421 -0.025 5.610 0.581
H 0.808 -0.979 4.214 -0.320
H 1.716 2.314 5.497 0.397
H 1.952 4.420 4.181 0.360
H 1.524 4.321 1.692 0.424
H 1.182 2.131 0.639 0.344
```

Largest force on an atom, Eh/bohr: 0.054
E_LUMO (alpha / beta), eV: 0.30 / 0.30
Net charge: 0
Multiplicity: 6
Energy above the lowest of the compared OMol25 structures with the same formula, charge and spin, kcal/mol: 0.0
DFT total energy, hartree: -2181.08201
Frontier orbital gap (alpha / beta), hartree: 0.2746 / 0.2746
HOMO (alpha / beta), eV: -7.2 / -7.2